Entry 1:
Formula: C41H65F10O24P2S
Source: the Open Molecules 2025 dataset
Level of theory: the ωB97M-V functional and the def2-TZVPD basis

Geometry (Å):
1 C -5.0196 -0.8170 2.1569
2 F -7.7072 0.5717 -0.4226
3 P -1.2848 -0.9276 0.2935
4 O -2.5905 -7.6925 -2.1597
5 H 1.4130 -2.6488 1.0829
6 C 3.2916 -4.6049 7.3061
7 H -3.7110 -1.3585 -7.3473
8 C 0.2357 -2.5823 4.3204
9 C -1.6092 5.0518 -2.9804
10 H 0.5990 6.7020 -3.6578
11 O -1.9012 2.7244 2.3282
12 H -0.7075 -1.9199 6.2843
13 H -2.0800 -0.0154 -2.0332
14 S -7.0028 -0.9200 -0.0489
15 C -1.7173 0.3260 1.6713
16 O 3.6240 -3.3653 7.9270
17 C 8.5951 -0.4624 6.4038
18 O -2.4240 4.2400 -6.1652
19 H 6.0510 6.8901 -3.5147
20 F -6.0546 -0.6870 -1.4236
21 F -8.1186 -1.6383 -1.0635
22 H -1.5882 -1.3918 4.6940
23 C -1.9747 -7.1296 -4.2820
24 O 0.0339 -1.7669 -2.6433
25 P -0.9626 -2.3761 -1.3391
26 C -5.7986 -0.0239 1.0544
27 O -1.7132 -1.9274 -5.5673
28 C -2.4504 -0.2234 -8.6725
29 H 1.1242 -0.7191 -0.6668
30 C 1.4792 -1.5435 1.3001
31 H 4.8728 5.0149 -4.4425
32 H -2.0657 -8.1454 -6.1909
33 H -0.2470 1.5465 2.8065
34 O 8.6602 0.1439 7.6231
35 O 2.7419 7.5312 -1.7753
36 H -2.9366 -2.7105 0.1192
37 H 4.5928 0.5680 7.6042
38 F -5.9759 -1.5650 2.9350
39 F -0.9958 -2.2395 1.4211
40 H -0.0292 -0.5489 5.1974
41 C -0.5848 -1.5526 5.2210
42 C -2.1213 4.7760 -5.1392
43 C 1.4513 -1.1441 2.8559
44 H -2.7889 0.6842 1.4533
45 O -0.2633 -3.7006 4.0912
46 H 3.6025 6.0322 -5.1625
47 H -2.1273 5.1176 -2.0222
48 H 1.7836 5.4528 1.9918
49 C -2.4899 -8.2728 -3.4551
50 H 4.6237 -5.8947 8.3970
51 C 7.3431 0.5916 7.9281
52 H -0.6311 4.5856 -2.8252
53 F -8.1687 -1.0454 1.1567
54 H 6.0759 7.1209 -6.0749
55 C 5.1510 0.1953 6.7443
56 C -0.3818 4.8850 2.4671
57 C 4.4554 -5.5702 7.3668
58 C -0.3170 7.1903 -3.3157
59 O -2.3501 4.2564 -3.9025
60 F -6.5981 0.9273 1.7704
61 H -3.1375 -1.8322 2.6888
62 H 4.5530 -0.5701 6.2504
63 O 0.3775 1.2172 -2.3333
64 C -1.6693 0.4052 -1.0402
65 H -1.8033 -9.1213 -3.4462
66 O -1.4990 5.9860 -5.0556
67 H -2.4474 6.9643 -3.5222
68 C -2.3788 -7.2016 -5.7383
69 H -2.7941 0.7846 -8.4310
70 H 1.4179 3.5960 2.2016
71 O 3.5363 5.8912 -3.1152
72 C -3.8192 -1.7805 1.7812
73 F -6.3948 -2.4181 0.2365
74 H 5.2772 1.0066 6.0216
75 H -3.4609 -7.0929 -5.8519
76 C 5.5763 7.8176 -5.3984
77 H -0.2540 7.3486 -2.2375
78 O -1.7771 4.2726 0.5620
79 O 9.5477 -0.7769 5.7546
80 H -4.3334 -2.8169 1.8174
81 H -0.8872 -7.0317 -4.1965
82 O 2.3719 -2.8845 6.1227
83 H -0.3239 2.1225 1.0850
84 C -0.5274 1.3891 -1.4891
85 H -1.9223 -6.3805 -6.2969
86 C -1.9799 -0.7015 -6.2407
87 H -0.5613 2.4572 -1.0416
88 C -0.9511 1.6588 1.8966
89 H 3.8040 -4.0723 5.2527
90 H 7.1587 0.5470 9.0027
91 C -3.1097 -1.5917 0.3678
92 O -2.5710 -6.0046 -3.6433
93 C -2.7887 -6.3557 -2.3460
94 H -1.4001 -0.1800 -8.9722
95 O -1.1666 -3.9855 -6.3371
96 H -2.6305 -0.0641 -5.6397
97 C -1.5376 6.3754 -3.6825
98 H 5.3809 -5.0918 7.0355
99 H -1.0308 -0.1834 -6.4098
100 H -3.0084 -0.5809 -9.5419
101 C 4.2934 5.9312 -4.3195
102 H 0.8646 4.4814 0.6716
103 H 7.2402 1.6279 7.5910
104 C -2.6443 -1.1650 -7.5037
105 O 4.3265 7.9835 -3.3295
106 F -5.0241 0.8174 0.2148
107 H 4.7111 8.2505 -5.9072
108 C 2.9365 -2.3961 7.2601
109 H -0.5075 -1.1501 -3.1757
110 O 2.8437 -1.2601 7.6259
111 C 5.1658 7.1354 -4.1114
112 H -2.5372 1.0772 -0.6789
113 C 6.4883 -0.3753 7.1619
114 O -1.9986 -2.4147 -7.7420
115 C 3.4656 7.1706 -2.6539
116 H 0.9322 0.4552 0.6521
117 H 0.5479 -0.4735 3.0091
118 H -0.3526 8.1661 -3.8076
119 H -2.2240 -3.0775 -3.4774
120 H 6.3436 -1.3088 7.7169
121 H 2.3721 -0.5051 3.1167
122 C 0.6008 -0.5818 0.3512
123 H -1.6530 -0.2458 2.6680
124 C 1.0543 4.5977 1.7988
125 H 4.2707 -6.4532 6.7516
126 H -3.0891 -3.5674 -1.9340
127 O 1.5088 -2.3054 3.7260
128 C -1.4361 3.9258 1.7081
129 O 7.3024 -0.6591 6.0234
130 H 2.4251 -5.0245 7.8283
131 H 2.2116 -4.8427 5.4455
132 H 6.2591 8.6442 -5.1863
133 C -2.5072 -2.7137 -2.4433
134 C -1.5862 -2.8824 -6.5291
135 F -4.5625 0.1481 3.1232
136 H -0.3948 4.6154 3.5791
137 C 2.9374 -4.1753 5.9131
138 H -3.4826 -8.6201 -3.7599
139 H -3.7616 -1.2004 -0.4709
140 O -3.1115 -5.5930 -1.4877
141 H -3.2218 -1.8311 -2.4946
142 H 2.5669 -1.2799 0.9938
143 H -0.7224 5.9586 2.3336

Cartesian forces, eV/Å:
1.4539 -0.9023 2.7974
1.0183 -2.1545 0.4061
-0.2585 0.9662 0.2128
-0.0984 0.3396 -0.0159
-0.5166 1.3103 0.5508
0.5427 -0.9390 -0.0798
0.0696 -0.0079 0.1040
-1.2332 -3.0149 -1.0816
-0.1463 -0.1535 0.7911
-0.1295 -0.1511 0.1651
1.3699 1.9872 -1.5494
0.1928 0.2731 -1.4508
0.7020 0.2149 1.4824
-3.3961 -0.0301 -3.0746
-0.6378 0.8467 1.2359
-0.2680 0.6431 -0.1480
0.5008 -0.2675 -0.5430
0.1525 0.3049 0.4774
-0.0967 -0.0765 0.0165
-1.1306 -0.9691 2.4115
1.5862 0.9533 1.4508
1.3545 -0.4078 0.9286
0.0083 -0.1640 -1.0814
-1.3498 0.2535 1.0233
1.0821 -2.6661 -2.8765
-0.0161 4.5868 1.0434
0.1189 -0.5211 -0.6104
-0.0322 -0.2569 -0.4202
-1.2144 0.2303 1.2233
1.9021 1.0709 -0.2448
-0.1764 0.0099 0.1587
0.0202 0.0066 0.1102
-0.7811 0.0915 -1.4294
0.1126 -0.1999 -0.4434
0.4110 -0.1579 -0.4871
-0.2838 1.7437 0.0916
0.0423 -0.1541 -0.0441
1.1807 1.3881 -1.7872
-0.2216 0.6068 0.1412
-0.8679 -1.3880 0.3564
1.0855 0.9143 -1.3500
-0.1808 -0.4361 -0.3827
0.3684 0.8557 -1.1389
1.5530 -0.7710 0.5527
1.7727 3.2086 1.2121
0.1104 0.1290 -0.0124
-0.0134 -0.2081 -0.1243
-0.9347 -1.3311 -0.2034
0.2038 -0.5361 0.1290
-0.0569 -0.0535 -0.1012
-0.0189 0.1767 0.5982
0.0157 0.1334 -0.0489
2.3542 -0.2683 -1.5236
-0.0290 -0.0162 0.1051
0.0927 -0.0869 -0.5291
-0.4226 -1.2241 0.2905
0.2338 0.0752 0.4529
0.0675 0.3071 -0.4030
0.0587 0.2112 -0.7754
1.3916 -2.2234 -1.3152
-0.6815 0.4661 -1.3570
0.0400 0.1881 0.1144
-2.4542 -0.0033 1.9208
-0.6226 2.6004 -1.8731
-0.0618 0.0879 0.1874
-0.3992 -0.5952 -0.2070
-0.0222 -0.1179 -0.0032
0.0169 0.4954 -0.2459
0.0014 -0.0903 0.0724
-0.1510 1.4399 -0.5509
-0.0945 0.5336 0.2071
-1.5236 -0.7272 0.0830
-0.6523 2.3005 -0.2247
0.1930 0.0258 0.1592
0.0427 -0.1482 0.1522
0.0675 0.4902 0.1013
-0.0197 -0.0686 -0.0720
0.6310 -1.4266 3.2629
-0.4980 0.1787 0.4109
0.7348 1.6062 -0.2928
-0.0588 -0.0333 0.0853
0.4977 0.3071 1.1300
-0.7828 -1.0307 0.3461
0.8237 0.3953 -1.0982
0.0175 -0.1039 0.0721
-0.1694 0.5172 0.4869
-0.1456 -1.3149 -0.1405
1.1397 -0.0699 1.4616
0.0262 -0.0519 0.1272
0.1973 -0.0316 -0.0855
-0.3900 -2.1688 -0.0200
-0.1127 -0.2536 0.6750
-0.1410 0.8093 0.5215
-0.0323 0.0327 0.2135
-0.2809 0.5563 -0.1902
0.1171 -0.1709 0.0989
0.6967 0.6504 0.5347
-0.1622 0.0178 -0.1444
-0.0811 -0.0126 -0.1363
-0.0199 0.0801 0.0870
0.1296 -0.6375 -0.1918
0.5552 0.3056 1.6177
-0.1313 -0.0960 -0.0861
-0.1252 0.8295 -0.6854
-0.3714 -0.3780 0.3706
-1.2306 -2.3650 2.0500
-0.0225 -0.2047 0.0563
-0.3877 0.4967 0.0129
0.5886 -0.1949 0.3294
-0.1437 -0.7641 0.0066
0.5149 0.2725 -0.8886
1.3843 -0.7916 -0.3802
-1.1680 0.3742 -0.0197
0.1571 -0.3466 0.5478
-0.5038 0.1646 0.6230
-0.7119 -0.7361 -0.2640
0.8721 -1.1121 0.2132
-0.0329 -0.0302 0.1151
-0.0580 0.5876 1.3530
0.0855 0.0606 0.0380
-1.2849 -0.9353 -0.4229
2.3900 -0.9223 -0.0764
-0.4946 0.9490 -1.4121
-0.9723 -0.1152 -0.1972
-0.0714 0.0901 0.0216
0.9221 1.4891 -0.8834
-2.8299 0.8470 0.6914
-0.5255 1.2494 -1.6106
0.8236 0.0414 0.2413
-0.0262 0.0849 -0.0806
-0.0554 0.2827 -0.0496
0.0107 -0.1233 -0.0409
-1.0483 -0.2501 0.9259
0.3033 -0.5693 0.3728
-0.9469 -1.2406 -2.1275
0.1437 0.4720 -1.5186
-0.3824 -0.4208 -0.6483
0.0426 0.1073 -0.1370
0.5090 -0.2939 1.2602
0.0271 -0.8949 -0.3185
0.8059 -0.8326 -0.2766
-1.4608 -0.5108 0.3506
0.4164 -1.3999 0.0053

The HOMO energy is -3.67 eV. The net charge is -1. As for the lowest unoccupied orbital energy: 0.0403 Ha. The calculation puts the gap between HOMO and LUMO at 4.76 eV.

=====

Entry 2:
Formula: C41H65F2P2PbSi2
Source: the Open Molecules 2025 dataset
Level of theory: the ωB97M-V functional and the def2-TZVPD basis

Geometry (Å):
1 H 1.7408 -1.9854 4.5471
2 H 1.1476 4.7689 0.0144
3 C 1.5062 -0.9603 4.8464
4 H -4.8802 1.0190 2.6988
5 H -1.4584 -2.2920 4.3468
6 H 2.0508 -2.3436 -3.4177
7 C 0.2418 -3.3869 1.7519
8 C 3.7191 -2.1473 1.5814
9 H 6.5554 -2.7569 -0.1374
10 H -1.8489 3.3229 1.6878
11 H -1.1711 1.9074 4.2616
12 C -4.3535 0.3864 0.6720
13 C -2.1411 1.0853 -1.2173
14 H 5.3698 4.1784 -0.2035
15 H -7.4100 1.6041 -0.3657
16 H 5.8273 0.5279 1.6628
17 H 5.7275 -0.2407 0.0922
18 C -4.5264 -2.2148 -2.5575
19 H -3.6004 -2.7610 -4.4391
20 H 2.4748 -1.6730 -1.2480
21 H 6.1456 -1.7381 2.6999
22 H -0.2775 4.0013 2.1239
23 H 2.2789 0.5830 -4.2209
24 C -2.9038 1.1486 -2.3886
25 H -1.2635 -2.5227 -3.6247
26 C 4.0409 -0.5119 -2.1521
27 H -1.0131 4.3859 0.5559
28 H 4.5706 -0.8493 -4.2235
29 H -0.7575 -3.8374 1.9395
30 H -5.4671 -2.7313 -2.7713
31 C -4.2723 1.3809 1.8628
32 C 4.0129 -0.6393 1.4121
33 C 2.8959 1.8715 0.1357
34 H 3.9552 -2.4552 2.6023
35 C 2.7244 -0.6140 -1.3836
36 H -2.4378 -0.8317 4.2005
37 H 4.8778 -0.8701 -1.5594
38 H 1.3042 -0.9545 5.9218
39 H 0.6406 -0.2892 -1.8648
40 Si 0.0040 -0.2927 3.8768
41 H 0.5738 2.1429 4.2903
42 C -6.2397 2.7493 1.0673
43 C 1.7575 2.7140 0.1384
44 H 1.6492 1.1286 -2.0603
45 H -6.9487 0.6914 1.0635
46 C 1.6156 0.0506 -2.2179
47 H 2.6536 -2.3480 1.4530
48 C -0.2281 1.4653 4.5958
49 H -5.0440 -1.8594 -0.4900
50 H 0.7620 -0.3057 -4.1759
51 H -2.1729 -1.0556 -3.2694
52 C 3.9759 -1.3468 -3.4521
53 C -0.8642 3.5911 1.2964
54 H 4.4285 -2.3276 -3.2831
55 H -4.2689 -3.3946 -0.8132
56 C -6.5962 1.4377 0.3450
57 C -1.4997 -1.2287 4.5995
58 H -3.2997 -3.8886 -3.1124
59 Si -0.0026 2.0221 0.5745
60 H -3.2429 1.4386 2.2268
61 C -2.5965 2.0327 -3.4072
62 C 4.5273 -2.9985 0.6070
63 C -1.7436 -2.2713 -1.5432
64 C 1.9920 4.0878 0.0176
65 H -3.7484 0.4870 -2.5076
66 H -0.8307 -1.7171 -1.3297
67 H 7.4207 -1.3209 1.5627
68 C -3.3880 -2.8267 -3.3682
69 H -4.9218 1.6826 -0.9717
70 F 1.0317 -3.9128 2.8208
71 C 5.5151 -0.3840 1.1502
72 C -2.0834 -2.1160 -3.0256
73 C 6.0465 -2.8226 0.8291
74 H -2.6901 -2.3516 0.3595
75 H 3.7590 -0.1579 2.3644
76 H -1.5280 -1.1381 5.6894
77 H 4.2671 -2.7214 -0.4172
78 H -4.6075 3.4712 2.2971
79 H -3.2090 2.0674 -4.3009
80 H -1.2457 3.5695 -4.0622
81 Pb 0.0390 -0.6787 1.2530
82 P -2.5940 -0.0699 0.1433
83 H -5.6441 0.0789 -1.0507
84 C 1.7541 -0.2399 -3.7247
85 C -2.8650 -1.8161 -0.5833
86 C -4.2389 -2.3266 -1.0597
87 H -1.5083 -3.3201 -1.3375
88 H 4.2379 -4.0426 0.7291
89 H 6.4605 -3.6919 1.3461
90 H -0.2416 1.4282 5.6898
91 P 2.6274 0.0690 0.3607
92 H -6.8692 2.8632 1.9539
93 H 2.3967 -0.3490 4.6712
94 C -1.4934 2.8658 -3.2753
95 C 2.5383 -1.5262 -3.9560
96 H 4.2255 0.5415 -2.3834
97 H 5.0381 1.7517 -0.0471
98 H 3.4096 5.6921 -0.1577
99 H 0.1422 3.4513 -2.0357
100 C 3.2681 4.6193 -0.0898
101 H -4.7200 -0.5675 1.0690
102 H -6.4511 3.5995 0.4134
103 H 2.5435 -1.7942 -5.0151
104 F 0.7115 -4.1246 0.6194
105 C -5.3612 0.8852 -0.3705
106 C 4.1763 2.4049 -0.0116
107 C -1.0255 1.9382 -1.0666
108 H -4.1469 3.1346 0.6370
109 C 4.3682 3.7749 -0.1110
110 C 6.3572 -1.5621 1.6424
111 C -0.7246 2.8016 -2.1261
112 C -4.7568 2.7742 1.4698
113 H -4.6587 -1.1724 -2.8558

Cartesian forces, eV/Å:
-0.0301 0.0137 -0.0151
0.0037 -0.0093 0.0531
-0.0020 -0.0931 -0.3239
0.0062 -0.0205 -0.0079
0.0160 0.0199 0.0070
-0.0096 -0.0315 -0.0367
0.1978 0.0697 0.2297
-0.0406 -0.0093 -0.1545
0.0286 -0.0226 0.0113
0.0128 -0.0206 0.0021
0.0199 0.0024 -0.0242
0.3186 0.1252 -0.0305
0.0079 0.0394 -0.0929
-0.0039 -0.0039 0.0026
-0.0162 -0.0092 0.0368
-0.0344 0.0356 -0.0617
0.0136 0.0257 -0.0822
0.0656 -0.1389 0.0705
0.0035 -0.0185 0.0089
-0.0186 -0.0178 0.0332
0.0406 0.0084 0.0248
-0.0509 -0.0116 0.0334
-0.0227 0.0120 -0.0117
0.1099 0.0595 -0.0219
0.0263 0.0436 0.0183
-0.0551 -0.0785 -0.0313
0.0121 -0.0203 -0.0038
0.0192 -0.0356 -0.0107
0.0626 -0.0816 -0.0272
-0.0205 0.0582 -0.0150
0.0035 0.1055 -0.0322
-0.1858 0.1546 -0.0685
-0.0828 -0.0286 -0.0005
-0.0364 0.0174 0.0291
0.0043 0.0590 0.2541
0.0130 0.0228 -0.0019
0.0838 0.0571 0.0608
-0.0610 0.0394 0.0025
0.0055 0.0419 0.0557
-0.0797 0.1249 1.1018
-0.0081 -0.0184 -0.0194
0.0543 -0.0739 -0.0230
0.1117 -0.1467 0.0207
-0.0639 0.0607 0.0072
-0.0250 -0.0010 0.0004
-0.0311 -0.0588 -0.0079
-0.0454 -0.0727 0.0600
0.0267 -0.0440 -0.3484
0.0045 -0.0947 0.0159
0.0034 0.0639 -0.0139
0.0465 -0.0223 -0.0946
-0.0728 0.0054 0.0306
0.1613 -0.0217 0.0105
0.0184 0.0115 -0.0005
-0.0187 -0.0110 0.0160
0.0622 0.0703 -0.1057
0.1288 -0.0799 -0.2942
0.0035 -0.0258 -0.0511
-0.3831 0.6549 0.1211
-0.0287 -0.0466 0.0560
-0.0401 -0.0076 -0.0631
0.0779 0.0367 0.0808
-0.0200 0.1575 -0.0796
-0.0932 0.0273 -0.0818
-0.0188 0.0367 0.0034
0.0439 -0.0604 0.0947
-0.0051 0.0015 0.0467
-0.0348 0.1733 0.0138
-0.0070 -0.0282 -0.0622
-0.0223 -0.1699 0.0166
0.0294 -0.0838 0.1075
-0.0335 -0.1603 0.0861
-0.0594 0.0151 0.0736
0.0728 -0.0118 -0.0499
0.0336 -0.0301 0.0100
0.0401 0.0348 0.0139
-0.0108 -0.0237 0.0024
0.0558 0.0257 -0.0368
0.0023 -0.0067 0.0050
0.0390 -0.0291 -0.0109
0.0032 -0.5729 -0.3634
-1.1000 -0.0996 -0.1245
0.0587 0.0416 -0.0412
0.0092 -0.1057 0.0357
0.1941 0.0781 0.1271
-0.0451 0.1437 -0.0358
-0.0278 -0.0284 0.0097
-0.0091 -0.0074 -0.0601
-0.0010 -0.0185 -0.0391
0.0017 -0.0783 0.0098
0.7615 -0.0779 -0.0537
0.0043 0.0310 -0.0013
-0.0164 0.0193 -0.0178
-0.0094 0.0162 -0.0059
0.0490 0.1221 -0.0066
0.0345 0.0116 0.0217
-0.0535 0.0424 0.0096
-0.0291 -0.0003 -0.0139
-0.0374 0.0098 -0.0186
0.1080 0.0030 -0.0317
0.0104 0.0166 0.0016
-0.0292 0.0085 0.0245
-0.0131 -0.0482 0.0168
-0.0127 -0.0008 -0.0083
-0.1350 -0.0605 0.1801
0.0372 0.0324 -0.0547
0.0299 -0.1068 -0.0016
0.0101 0.0461 0.0138
-0.0094 0.0240 -0.0041
-0.0330 0.0328 -0.1262
0.0574 0.0694 0.0013
-0.0724 -0.0664 0.0343
-0.0548 -0.0075 -0.0086

The HOMO energy is -2.49 eV. The net charge is -1. As for the lowest unoccupied orbital energy: 0.0956 Ha. The calculation puts the gap between HOMO and LUMO at 5.10 eV.

=====

no.,maximum force (eV/Å)
1,4.70
2,1.11